Molecular formula: C30H48AsN5O6PRuS
Method: DFT, wB97M-V/def2-TZVPD

The geometry in XYZ format:
```
93
Properties=species:S:1:pos:R:3:forces:R:3:mulliken_charge:R:1
Ru 0.11891 -0.29211 1.28257 -0.9530 2.0533 -0.0581 0.072
C -1.31359 -3.84171 0.26517 0.0160 0.1647 -0.0147 -1.415
C 0.17131 -3.75611 0.16727 0.0902 -0.5165 -0.1361 0.888
C 0.86991 -4.80321 -0.44343 0.1964 0.1556 0.0762 -0.648
C 2.24241 -4.73941 -0.55463 -0.1795 0.0539 0.0412 -0.892
C 2.89921 -3.65091 -0.00553 -0.1369 0.4413 0.1864 -0.942
C 2.14941 -2.66561 0.63027 0.0492 -0.6167 -0.4771 0.523
N 0.81001 -2.71361 0.68817 -0.1062 0.5718 0.2805 0.458
C 2.79541 -1.58271 1.38887 0.5024 0.0306 -0.0414 1.018
C 4.14171 -1.24041 1.26157 -0.2131 -0.0311 0.2231 -0.721
C 4.67921 -0.30601 2.13017 -0.2498 -0.1444 0.0089 -1.077
C 3.87471 0.25369 3.11107 -0.4096 -0.2600 0.1248 -0.599
C 2.52271 -0.08101 3.14067 0.5045 0.1490 0.0456 0.869
N 2.01091 -0.97191 2.28787 -0.9717 0.6652 -1.3187 -0.639
C 1.56641 0.51389 4.09337 0.0711 0.2456 0.5157 0.289
C 1.95211 0.79829 5.39837 -0.0470 -0.0671 -0.4523 -0.901
C 1.02671 1.34269 6.27487 -0.1866 -0.0081 -0.2408 -0.798
C -0.25019 1.58269 5.80837 0.2833 -0.1124 -0.1213 -0.952
C -0.58169 1.25799 4.48987 -0.2283 0.1653 0.1315 0.557
C -1.96489 1.52209 3.99587 0.0060 -0.0544 -0.1147 -1.114
N 0.31451 0.73319 3.64937 0.2624 -0.9365 -1.0973 0.929
H -1.68519 -4.70191 -0.28523 -0.0389 0.0058 -0.0027 0.516
H -1.74389 -2.94421 -0.18183 -0.1840 -0.0289 0.0004 -0.037
H -1.61689 -3.96741 1.30587 -0.0199 -0.0697 0.1002 0.312
H 0.33031 -5.66451 -0.80493 -0.0866 -0.0068 -0.0797 0.547
H 2.79381 -5.53251 -1.03583 0.0645 -0.0495 -0.0301 0.493
H 3.97311 -3.58051 -0.04553 0.1029 -0.0446 0.0176 0.354
H 4.75851 -1.68611 0.49867 -0.0122 -0.0730 -0.0545 0.481
H 5.71761 -0.02541 2.04967 0.0961 0.0492 -0.0127 0.476
H 4.27791 0.95879 3.81847 0.0086 0.1056 0.0878 0.506
H 2.95011 0.56059 5.72137 0.1912 -0.0049 0.0613 0.588
H 1.29811 1.56659 7.29407 0.0222 0.0143 0.1157 0.490
H -1.00069 2.00539 6.45717 -0.1284 0.0451 0.0044 0.570
H -2.26629 2.53889 4.24267 -0.0592 0.0245 0.0108 0.501
H -2.67519 0.85759 4.48527 -0.1038 -0.0681 0.0632 0.525
H -2.00309 1.38619 2.92017 -0.1185 0.0640 0.0386 -0.320
C -4.73869 0.24489 -0.85413 -0.6035 -0.3252 -0.4099 -0.774
O -3.60699 0.99059 -0.40683 0.6328 0.1410 0.3489 -0.304
C -2.76889 0.48539 0.45237 -0.6895 -0.4509 0.4072 0.005
O -1.80319 1.14849 0.83337 1.5201 -0.3288 0.0347 -0.083
N -3.08389 -0.70491 1.06307 -0.1214 -0.0880 -0.0944 0.054
N -2.13299 -1.18991 2.00077 0.9530 -0.0006 -0.4499 -0.561
H -5.33329 0.94569 -1.43533 0.0607 -0.0654 0.0681 0.307
H -5.32929 -0.12221 -0.01393 0.0338 0.0956 0.0425 0.391
H -4.39899 -0.57621 -1.48713 0.0114 0.0713 0.0521 0.248
H -3.52569 -1.40621 0.47217 0.2206 0.1025 0.1584 0.379
H -1.99889 -2.19461 1.88297 -0.2654 0.2622 -0.0519 0.041
H -2.46629 -0.99921 2.94817 0.1324 -0.0870 -0.3434 0.272
C -1.15909 2.64009 -2.01993 0.1230 -0.3922 0.0801 -1.240
C -0.83589 1.61799 -3.11183 0.3053 1.2415 -0.5796 1.661
C -1.38439 2.11649 -4.45443 0.0795 -0.2927 0.3734 -1.722
C 0.66131 1.37259 -3.22123 -0.1023 -0.2514 0.1664 -1.123
O -1.56899 0.42919 -2.82323 0.0020 -0.9681 0.3718 -0.231
P -1.11749 -0.85741 -2.00923 -0.4714 -0.4283 0.3826 -0.121
O -2.36009 -1.54041 -1.55493 -0.0264 -0.1073 -0.4418 -1.301
O -0.20269 -0.46351 -0.85203 1.2406 0.6406 2.1855 2.148
O -0.12589 -1.72361 -2.89113 -0.1455 0.5669 0.6828 -0.029
C -0.42199 -2.52461 -4.04283 0.0037 -0.7211 -0.8933 1.435
C -1.16319 -3.79151 -3.61763 0.0640 0.3447 0.1002 -1.183
C -1.25799 -1.74631 -5.04823 0.1620 0.0269 0.2285 -1.491
C 0.95821 -2.86411 -4.61013 -0.3426 0.1659 0.1740 -1.688
H -0.83279 3.63299 -2.32433 0.0642 0.0499 -0.0313 0.655
H -0.67179 2.34829 -1.08373 -0.0700 0.0905 -0.1009 -0.263
H -2.23409 2.65239 -1.85883 -0.0718 0.1130 0.0286 0.178
H -0.92509 3.06369 -4.72123 0.0430 0.0977 -0.0433 0.421
H -2.46129 2.24259 -4.39213 -0.1367 0.0778 0.0013 0.374
H -1.17209 1.38789 -5.23073 0.0271 -0.0418 -0.1406 0.334
H 1.18081 2.31249 -3.39453 0.0066 0.0885 -0.0091 0.496
H 0.87131 0.70579 -4.05233 0.0784 -0.0816 -0.1387 0.186
H 1.03731 0.91419 -2.30613 0.0897 0.1235 -0.0897 -0.003
H -2.09849 -3.51961 -3.13413 -0.1058 -0.0540 0.0456 0.233
H -0.55269 -4.36041 -2.92063 0.0664 -0.1140 0.0893 0.167
H -1.38189 -4.41241 -4.48333 0.0415 -0.0283 -0.0547 0.506
H -2.17669 -1.39931 -4.58163 -0.1669 0.0038 -0.0597 0.313
H -1.50929 -2.38471 -5.89033 -0.0042 -0.0269 -0.0926 0.584
H -0.70469 -0.88281 -5.40853 0.0216 0.0966 -0.0957 0.219
H 1.54691 -3.38791 -3.86203 0.0555 -0.1308 0.0981 0.298
H 1.48551 -1.94941 -4.86753 0.0509 0.0964 -0.1073 0.354
H 0.86961 -3.48801 -5.49323 -0.0209 -0.0778 -0.1275 0.414
C 2.67411 4.10749 2.49787 -0.2237 -0.0716 -0.2135 -1.038
As 1.31561 3.59089 1.19157 0.0147 0.7084 0.4430 0.568
C 1.43251 4.91639 -0.22773 0.0133 -0.2086 0.0617 -1.011
C -0.40689 3.88059 2.04427 0.1532 -0.1952 -0.1092 -0.719
S 1.76361 1.64459 0.42477 -0.7640 -1.2674 0.2630 -0.302
H 2.51471 5.14999 2.77427 -0.0186 -0.0169 -0.0163 0.464
H 3.66561 3.99549 2.05647 -0.1331 -0.0186 -0.0434 0.380
H 2.59991 3.48169 3.38827 -0.0830 -0.0335 -0.1007 0.277
H 1.55561 5.89659 0.23497 0.0016 -0.0736 0.0611 0.422
H 0.51271 4.90839 -0.81233 0.0545 -0.1217 0.0640 0.280
H 2.28411 4.71219 -0.87823 -0.0731 -0.0771 0.1154 0.400
H -0.62659 4.94799 2.00657 0.0792 -0.0269 -0.0460 0.614
H -0.35529 3.55879 3.08327 0.0963 0.0159 -0.0683 0.241
H -1.17889 3.31509 1.52227 0.1035 0.0401 -0.0569 -0.038
```
Forces are in eV/Å.

Output
<S²> ... 0.787
Frontier orbital gap (alpha / beta) ... 0.2442 / 0.2634 hartree
E_tot ... -135159.6635 eV
Total charge ... +2
F_max ... 0.050 Eh/bohr
2S+1 ... 2